68
Properties=species:S:1:pos:R:3:forces:R:3 method="wB97M-V/def2-TZVPD" lumo_ev=-3.46 gap_ev=8.655 charge=+1 homo_ev=-12.117
C -3.22967 1.17249 3.79642 -0.070 0.134 0.097
C -2.67818 2.40359 3.08658 -0.180 0.208 0.209
O -2.74180 2.25523 1.64828 0.151 -0.132 -0.033
B -1.64606 1.99384 0.90690 0.002 0.174 0.282
O -0.77457 2.91441 0.41821 -0.241 -0.325 -0.373
N -1.40987 0.54564 0.47173 0.165 0.042 -0.196
C -0.59113 -0.19051 1.15624 -0.386 0.170 0.001
N -0.49712 -1.53431 0.91541 0.432 0.189 0.526
C 0.83368 -2.17254 1.02601 -0.161 -0.246 0.058
C 0.88365 -3.46801 0.19037 0.212 -0.090 0.001
C 0.73488 -4.69970 1.08894 -0.118 -0.033 -0.012
C 2.19643 -3.51941 -0.59543 0.074 0.111 0.175
N 0.10369 0.53861 2.15301 0.282 -0.215 -0.156
Br 0.13736 -0.37812 3.79249 -0.024 0.021 -0.010
C 1.42116 1.10965 1.78820 -0.147 0.124 0.038
C 1.81072 2.28286 2.69560 0.072 -0.047 -0.149
C 2.37495 3.46230 1.90140 0.159 0.032 0.078
Cl 3.03021 1.72012 3.88901 -0.057 -0.014 0.086
C -2.21428 0.00396 -0.64967 -0.346 -0.200 -0.275
C -2.57774 1.08059 -1.67172 -0.022 -0.272 -0.200
C -3.47019 -0.71300 -0.09807 -0.153 -0.024 -0.076
C -3.65145 -2.11377 -0.68459 0.222 0.041 -0.080
H -2.68030 0.98480 4.72064 -0.030 -0.009 -0.076
H -3.15554 0.29044 3.15871 0.095 0.016 0.055
H -4.27834 1.30957 4.06096 0.015 -0.064 -0.120
H -1.64952 2.61767 3.39408 -0.019 -0.108 -0.160
H -3.27225 3.28593 3.32453 0.043 -0.049 -0.009
H -1.15049 3.80049 0.35757 0.110 0.108 0.312
H -1.22241 -2.06654 1.38430 -0.269 -0.054 -0.437
H 1.57904 -1.46363 0.66204 -0.120 0.013 -0.054
H 1.06129 -2.41194 2.06852 0.106 0.123 -0.061
H 0.05247 -3.44763 -0.52211 0.060 0.045 0.015
H 1.40532 -4.63765 1.95040 0.028 -0.025 -0.079
H -0.28467 -4.81830 1.46993 0.061 0.065 0.007
H 0.98301 -5.61117 0.54178 -0.066 0.059 0.016
H 2.25367 -2.71641 -1.33464 -0.032 -0.047 -0.023
H 3.04688 -3.39853 0.08600 -0.046 -0.091 -0.058
H 2.31241 -4.47613 -1.10599 -0.020 0.070 -0.012
H 2.19839 0.34204 1.81167 -0.014 0.078 -0.076
H 1.29616 1.48077 0.77314 -0.002 -0.030 -0.122
H 0.93185 2.58114 3.26778 0.119 0.025 0.057
H 3.18262 3.94328 2.45151 -0.116 0.010 0.016
H 1.60259 4.21058 1.72254 -0.028 -0.100 -0.129
H 2.78803 3.13363 0.94463 -0.031 0.034 0.060
H -1.61395 -0.75523 -1.15897 0.252 0.157 0.273
H -3.38826 1.73334 -1.33871 0.177 0.077 0.140
H -2.95561 0.54569 -2.54791 -0.063 0.089 0.066
H -1.71921 1.65647 -2.01921 -0.049 0.038 0.182
H -3.42399 -0.75862 0.99352 0.054 -0.024 -0.040
H -4.34934 -0.10772 -0.33625 0.044 -0.020 0.151
H -3.97787 -2.06058 -1.72557 -0.027 -0.039 0.073
H -4.38148 -2.69113 -0.11831 -0.059 0.057 -0.085
H -2.70555 -2.66544 -0.67668 -0.085 0.004 0.069
C 3.31307 0.80214 -5.09605 0.015 0.020 0.074
C 2.28119 -0.18065 -4.57519 0.006 -0.003 -0.048
O 2.46033 -0.53214 -3.20717 -0.054 -0.061 0.020
C 2.36878 0.52910 -2.28403 0.030 0.032 0.110
C 1.00231 1.19725 -2.25266 0.035 -0.101 -0.136
H 4.32061 0.44605 -4.87970 0.004 -0.013 -0.029
H 3.20682 0.90864 -6.17545 0.003 -0.009 -0.008
H 3.20034 1.79450 -4.65673 -0.018 0.004 -0.015
H 2.35787 -1.12487 -5.11230 0.013 -0.007 0.010
H 1.26739 0.20131 -4.74186 0.002 0.010 0.017
H 3.15485 1.27353 -2.45243 -0.010 0.003 -0.038
H 2.57834 0.06766 -1.31464 0.004 0.016 0.014
H 0.80429 1.76801 -3.16072 0.009 0.001 -0.011
H 0.92960 1.89165 -1.41582 -0.017 0.033 0.059
H 0.22457 0.43471 -2.16047 0.022 0.016 0.043

***

77
Properties=species:S:1:pos:R:3:forces:R:3 method="wB97M-V/def2-TZVPD" e_above_lowest_kj_mol=222.7 lumo_ev="1.19 / 1.19" gap_ev="5.389 / 5.510" multiplicity=3 s_squared=2.03 charge=-1 homo_ev="-4.200 / -4.320"
W 1.54913 1.15380 0.54462 -1.867 -0.695 -0.896
O -1.66231 -0.61109 2.31267 -0.040 0.221 0.003
C -0.66999 -0.36098 1.67765 -0.115 0.009 -0.114
O -0.42895 0.74269 0.98148 0.570 0.001 0.299
C 0.49349 -1.32058 1.61090 0.004 -0.195 -0.111
C 0.85233 -2.28205 2.53249 0.045 -0.142 -0.211
C 2.12683 -2.84114 2.41270 0.011 -0.019 0.070
C 3.03225 -2.38849 1.45723 -0.413 0.034 -0.046
C 2.56422 -1.43578 0.56903 -0.313 -0.139 -0.109
N 1.29858 -1.01387 0.59999 0.876 0.474 1.018
C 3.38032 -0.61647 -0.41022 0.075 -0.854 -0.322
O 4.55626 -0.85926 -0.53271 -0.128 0.436 -0.430
O 2.62533 0.28122 -1.04054 0.786 0.588 1.214
H 0.18059 -2.53132 3.34097 0.006 -0.028 0.000
H 2.44786 -3.58368 3.13259 -0.009 0.017 0.024
H 4.06564 -2.69853 1.43512 0.009 -0.013 -0.040
C 0.03414 -2.81196 -2.11701 0.026 0.046 -0.008
P -1.38633 -1.65464 -1.91292 -0.089 -0.146 0.025
C -0.56402 -0.14889 -2.62712 0.160 0.026 -0.034
N 0.49873 -0.32769 -3.37642 -0.037 -0.088 0.051
C 1.32858 0.72217 -3.58405 0.063 0.226 0.027
C 2.50645 0.54660 -4.34984 -0.078 -0.031 0.052
C 3.41773 1.55689 -4.42410 0.064 0.016 -0.028
C 3.20096 2.78302 -3.74984 -0.006 0.006 -0.005
C 2.05705 2.99796 -3.03593 -0.002 0.000 0.041
C 1.09252 1.96572 -2.95238 -0.132 -0.251 -0.223
N -0.07277 2.17162 -2.28207 0.223 -0.232 0.058
C -0.90330 1.16317 -2.15047 0.002 0.219 0.038
P -2.59667 1.52131 -1.49558 -0.108 -0.010 -0.063
C -2.23719 2.79952 -0.23332 0.004 -0.040 0.032
C -3.18890 2.60434 -2.93789 -0.008 0.040 0.012
C -2.58728 4.01140 -2.94503 0.006 -0.012 -0.003
C -4.71107 2.70550 -2.78065 0.031 0.008 -0.007
C -2.87175 1.92968 -4.27469 -0.011 -0.028 -0.004
C -2.55203 -2.32466 -3.24124 0.054 -0.006 -0.019
C -2.74627 -3.81498 -2.93216 -0.031 0.019 -0.001
C -3.91845 -1.64895 -3.11421 0.043 0.048 0.075
C -2.01202 -2.16796 -4.66169 -0.001 0.031 -0.002
H 0.34652 -2.94912 -3.15166 -0.016 -0.008 0.015
H -0.22592 -3.77001 -1.66773 0.008 -0.008 0.019
H 0.87628 -2.39424 -1.56604 0.006 -0.014 -0.031
H 2.67338 -0.41330 -4.82113 -0.016 -0.006 -0.006
H 4.33140 1.41680 -4.98815 0.007 0.004 0.010
H 3.95189 3.56156 -3.80135 0.002 0.000 0.007
H 1.85426 3.93945 -2.52916 -0.036 -0.020 -0.026
H -1.40607 3.44260 -0.52983 -0.121 0.016 -0.039
H -1.99780 2.30739 0.70804 -0.075 0.077 -0.074
H -3.13373 3.40631 -0.09817 -0.023 0.019 0.013
H -2.93951 4.60622 -2.10200 0.025 -0.004 0.006
H -2.89306 4.52580 -3.86218 -0.013 0.011 -0.018
H -1.49737 3.99477 -2.90358 -0.053 0.024 -0.006
H -4.98017 3.15959 -1.82375 -0.005 -0.011 0.003
H -5.18703 1.72399 -2.83381 0.008 -0.018 0.002
H -5.12696 3.33353 -3.57488 0.003 0.014 0.000
H -1.80101 1.93659 -4.48740 0.008 0.002 0.004
H -3.37032 2.47774 -5.08015 -0.004 0.000 -0.008
H -3.22108 0.89554 -4.31490 0.051 0.085 -0.030
H -3.07150 -3.96807 -1.89973 0.009 -0.006 0.000
H -1.83639 -4.39038 -3.09917 0.003 -0.003 -0.001
H -3.52060 -4.21994 -3.59019 -0.010 0.002 -0.002
H -4.29981 -1.72087 -2.09456 -0.010 -0.018 0.014
H -4.62775 -2.13654 -3.79102 0.002 0.019 0.002
H -3.88096 -0.59138 -3.36470 -0.009 -0.025 0.031
H -1.15528 -2.82027 -4.83791 0.024 0.036 0.001
H -1.69410 -1.14583 -4.86768 -0.053 0.028 -0.014
H -2.78990 -2.43265 -5.38533 0.005 -0.051 0.001
Se 4.65288 5.30108 -0.33082 -0.149 -0.308 0.041
Sb 3.65300 3.24181 0.22009 0.404 0.663 0.072
Se 1.12401 3.80835 0.68259 0.776 0.039 0.435
Se 2.57753 1.21373 2.67497 -0.116 0.109 -0.569
Se 0.82207 5.60035 -0.74076 -0.302 -0.161 -0.145
Cl -1.53639 2.21470 7.16379 0.003 0.010 0.006
C -1.91711 1.38306 5.64161 0.018 0.028 -0.052
Cl -1.31560 -0.27816 5.70044 0.020 0.001 0.014
Cl -3.66841 1.38378 5.38170 0.004 -0.003 -0.008
C -1.27023 2.09289 4.53945 -0.022 -0.195 -0.047
N -0.76046 2.60894 3.65201 -0.016 0.134 0.014

***

23
Properties=species:S:1:pos:R:3:forces:R:3 method="wB97M-V/def2-TZVPD" e_above_lowest_kj_mol=214.9 lumo_ev=-4.51 gap_ev=8.955 charge=+1 homo_ev=-13.466
C 2.19887 -0.00769 0.77756 -0.243 -0.359 0.008
C 2.72248 -0.78227 -0.15388 -0.058 -0.092 0.034
C 0.89015 1.94145 1.24864 -0.106 -0.381 -0.121
N 1.57484 1.22346 0.43815 0.530 0.219 0.122
H 2.11952 -0.27528 1.82206 -0.094 0.033 -0.001
H 2.81335 -0.44005 -1.16811 -0.093 0.035 -0.386
H 3.04042 -1.79758 0.04550 0.227 0.233 0.209
H 0.46750 2.85513 0.85569 -0.184 0.003 0.252
H 0.83415 1.64904 2.28401 0.010 0.219 0.053
H 1.63066 1.52169 -0.52982 0.055 -0.099 -0.036
C -1.29893 -0.56787 0.41881 -0.436 0.083 0.008
C -1.20032 -0.07817 -1.01652 0.286 -0.094 0.189
C -1.46768 -1.23102 -1.97621 0.300 0.272 -0.360
N -1.28597 0.51692 1.42624 0.227 0.122 -0.446
H -0.48121 -1.25964 0.63958 -0.116 0.000 0.008
H -2.24791 -1.11045 0.50094 0.172 -0.204 0.021
H -0.20362 0.34122 -1.18736 -0.067 -0.003 -0.166
H -1.91575 0.72681 -1.17593 -0.137 0.111 -0.048
H -2.47213 -1.61442 -1.82584 -0.042 -0.224 0.064
H -0.72769 -2.02330 -1.83954 -0.197 -0.090 0.093
H -1.39690 -0.92296 -3.02232 -0.011 0.086 0.126
H -1.63259 0.10856 2.28471 0.074 0.244 0.304
H -1.96125 1.22644 1.15363 -0.097 -0.113 0.075

***

12
Properties=species:S:1:pos:R:3:forces:R:3 method="wB97M-V/def2-TZVPD" e_above_lowest_kj_mol=155.3 lumo_ev=0.95 gap_ev=10.010 homo_ev=-9.061
C 0.21930 0.91689 0.28161 0.339 0.425 1.360
C 1.63326 0.30591 0.20556 0.113 2.700 -0.957
C 1.38289 -0.88404 -0.27260 1.043 -5.737 -0.711
C -0.65919 -0.24761 -0.05036 -2.771 -0.278 1.737
C -1.99125 -0.33421 0.06316 0.037 0.992 -0.397
H 0.03747 1.46607 1.28749 -0.009 -0.876 -1.809
H 2.61718 0.92094 0.15171 -1.982 -1.536 0.555
H 1.97445 -1.87774 -0.41365 -0.289 2.509 -0.004
H -2.68805 0.46306 0.39630 1.087 -0.423 -0.120
H -2.48724 -1.16131 -0.40487 -0.072 -0.562 0.107
O 0.05497 -1.32616 -0.46680 1.821 1.484 0.363
F -0.09379 1.75820 -0.77754 0.682 1.300 -0.123